i) The following is a quantum chemistry calculation of a 2-piece molecular cluster, C4H12N2 overall, from OMol25.

Results
SMILES string: C=CC.NCN
Gap between HOMO and LUMO: 9.8 eV
LUMO energy: 1.04 eV

XYZ file:
```
18
C4H12N2 | OMol25 | ωB97M-V/def2-TZVPD
C -0.11 0.05 -2.91
C 0.75 -0.86 -2.48
C 1.48 -0.93 -1.17
H -0.52 -0.14 -3.88
H -0.38 0.97 -2.41
H 1.00 -1.64 -3.19
H 1.41 -1.94 -0.78
H 1.36 -0.12 -0.46
H 2.54 -0.82 -1.45
N -1.36 0.97 0.94
C -0.88 1.13 2.31
N -0.45 -0.07 2.95
H -2.14 0.33 0.87
H -0.60 0.58 0.40
H -1.68 1.66 2.84
H -0.07 1.87 2.24
H 0.31 -0.06 3.60
H -0.66 -0.96 2.59
```

Charges in e, computed with Löwdin, in the same order as the atoms: atom 1 (C): -0.015, atom 2 (C): -0.251, atom 3 (C): -0.116, atom 4 (H): 0.037, atom 5 (H): 0.052, atom 6 (H): 0.090, atom 7 (H): 0.070, atom 8 (H): 0.059, atom 9 (H): 0.076, atom 10 (N): -0.002, atom 11 (C): -0.391, atom 12 (N): 0.001, atom 13 (H): 0.061, atom 14 (H): 0.030, atom 15 (H): 0.096, atom 16 (H): 0.104, atom 17 (H): 0.059, atom 18 (H): 0.041

ii) The following is a quantum chemistry calculation of a 2-piece molecular cluster, C4H12N2 overall, from OMol25.

Results
SMILES string: C=NC.CNC
Gap between HOMO and LUMO: 10.0 eV
LUMO energy: 1.04 eV

XYZ file:
```
18
C4H12N2 | OMol25 | ωB97M-V/def2-TZVPD
C -1.67 -1.23 -1.69
N -2.08 -2.13 -0.91
C -2.56 -3.40 -1.49
H -1.48 -0.27 -1.23
H -1.40 -1.41 -2.74
H -1.89 -3.93 -2.17
H -2.82 -3.99 -0.61
H -3.48 -3.22 -2.04
C 1.67 0.93 1.38
N 1.45 2.37 1.03
C 2.56 3.16 1.57
H 1.64 0.84 2.46
H 2.62 0.61 0.95
H 0.87 0.34 0.93
H 1.47 2.34 0.01
H 3.56 2.81 1.31
H 2.45 4.18 1.20
H 2.44 3.16 2.65
```

Charges in e, computed with Löwdin, in the same order as the atoms: atom 1 (C): -0.093, atom 2 (N): -0.093, atom 3 (C): -0.149, atom 4 (H): 0.058, atom 5 (H): 0.074, atom 6 (H): 0.070, atom 7 (H): 0.061, atom 8 (H): 0.072, atom 9 (C): -0.141, atom 10 (N): -0.191, atom 11 (C): -0.170, atom 12 (H): 0.071, atom 13 (H): 0.069, atom 14 (H): 0.063, atom 15 (H): 0.085, atom 16 (H): 0.069, atom 17 (H): 0.072, atom 18 (H): 0.073

Which structure is most stable? i), by 0.0154 hartree over the runner-up.

i) The following is a quantum chemistry calculation of an isolated molecule of C4H12N2, from OMol25.

Results
SMILES string: CNCCCN
Gap between HOMO and LUMO: 9.4 eV
LUMO energy: 1.10 eV

XYZ file:
```
18
C4H12N2 | OMol25 | ωB97M-V/def2-TZVPD
C 2.53 -0.72 1.00
N 1.52 -0.08 0.21
C 0.20 0.09 0.77
C -0.66 1.07 0.02
C -1.34 0.46 -1.19
N -2.31 -0.60 -0.92
H 2.08 -1.48 1.66
H 3.23 -1.19 0.32
H 3.06 -0.01 1.64
H 1.52 -0.38 -0.75
H 0.32 0.36 1.82
H -0.30 -0.90 0.85
H -0.13 2.00 -0.19
H -1.40 1.40 0.76
H -0.62 0.09 -1.93
H -1.88 1.24 -1.73
H -1.89 -1.49 -1.12
H -2.82 -0.62 -0.05
```

Charges in e, computed with Löwdin, in the same order as the atoms: atom 1 (C): -0.149, atom 2 (N): -0.148, atom 3 (C): -0.277, atom 4 (C): -0.207, atom 5 (C): -0.298, atom 6 (N): -0.011, atom 7 (H): 0.074, atom 8 (H): 0.077, atom 9 (H): 0.073, atom 10 (H): 0.096, atom 11 (H): 0.113, atom 12 (H): 0.108, atom 13 (H): 0.113, atom 14 (H): 0.109, atom 15 (H): 0.108, atom 16 (H): 0.098, atom 17 (H): 0.056, atom 18 (H): 0.064

ii) The following is a quantum chemistry calculation of C4H12N2 as an isolated structure, from OMol25.

Results
Gap between HOMO and LUMO: 8.3 eV
LUMO energy: 0.85 eV

XYZ file:
```
18
C4H12N2 | OMol25 | ωB97M-V/def2-TZVPD
C -0.72 -0.08 -1.07
C 1.58 1.00 0.28
C 1.45 -1.37 0.05
C -2.13 0.53 0.82
N 0.71 -0.13 0.08
N -1.67 -0.45 -0.13
H -1.89 -0.89 -1.32
H -0.32 -0.73 -1.84
H -0.66 0.98 -1.32
H 0.77 -2.21 -0.10
H 1.98 -1.53 1.00
H 2.21 -1.40 -0.75
H 0.98 1.92 0.31
H 2.34 1.11 -0.52
H 2.12 0.92 1.23
H -3.20 0.40 1.00
H -1.94 1.56 0.49
H -1.62 0.38 1.77
```

Charges in e, computed with Löwdin, in the same order as the atoms: atom 1 (C): -0.225, atom 2 (C): -0.174, atom 3 (C): -0.178, atom 4 (C): -0.125, atom 5 (N): -0.249, atom 6 (N): -0.137, atom 7 (H): 0.229, atom 8 (H): 0.110, atom 9 (H): 0.100, atom 10 (H): 0.069, atom 11 (H): 0.075, atom 12 (H): 0.068, atom 13 (H): 0.063, atom 14 (H): 0.068, atom 15 (H): 0.075, atom 16 (H): 0.074, atom 17 (H): 0.075, atom 18 (H): 0.084

iii) The following is a quantum chemistry calculation of a 2-piece molecular cluster, C4H12N2 overall, from OMol25.

Results
Gap between HOMO and LUMO: 7.5 eV
LUMO energy: 0.73 eV

XYZ file:
```
18
C4H12N2 | OMol25 | ωB97M-V/def2-TZVPD
C -0.38 0.68 -1.38
C 1.99 -0.82 -0.05
C -0.17 0.59 0.11
C -0.23 1.66 0.93
H -0.12 -0.26 -1.88
H -1.42 0.91 -1.62
H 2.45 -0.82 0.94
H 2.38 0.06 -0.56
H 2.35 -1.70 -0.61
H 0.25 1.46 -1.78
H -0.16 1.56 2.00
H -0.08 2.65 0.53
N -1.90 -1.23 0.51
N -0.53 -0.73 0.67
H -2.52 -0.45 0.69
H -2.00 -1.47 -0.47
H -0.34 -0.73 1.67
H 0.42 -1.35 0.30
```

Charges in e, computed with Löwdin, in the same order as the atoms: atom 1 (C): -0.070, atom 2 (C): -0.186, atom 3 (C): -0.427, atom 4 (C): 0.060, atom 5 (H): 0.078, atom 6 (H): 0.079, atom 7 (H): -0.042, atom 8 (H): -0.034, atom 9 (H): -0.048, atom 10 (H): 0.086, atom 11 (H): 0.060, atom 12 (H): 0.064, atom 13 (N): 0.066, atom 14 (N): -0.124, atom 15 (H): 0.084, atom 16 (H): 0.078, atom 17 (H): 0.142, atom 18 (H): 0.135

Which structure is most stable? i), by 0.1560 hartree over the runner-up.

i) The following is a quantum chemistry calculation of C4H12N2 as an isolated structure, from OMol25.

Results
Gap between HOMO and LUMO: 7.1 eV
LUMO energy: 0.24 eV

XYZ file:
```
18
C4H12N2 | OMol25 | ωB97M-V/def2-TZVPD
N 0.17 -2.61 -0.30
C 0.90 0.65 2.04
C 0.69 0.57 0.54
C -0.52 1.08 0.07
C -0.72 1.16 -1.39
N -0.99 -0.22 -1.66
H 0.36 -3.59 -0.35
H 0.94 -2.00 -0.09
H 0.23 0.01 2.61
H 1.95 0.52 2.31
H 0.69 1.69 2.32
H -0.35 -0.18 0.23
H 1.50 0.37 -0.14
H -1.32 1.53 0.62
H -1.51 1.87 -1.68
H 0.17 1.59 -1.89
H -1.87 -0.27 -2.17
H -0.32 -2.18 -1.08
```

Charges in e, computed with Löwdin, in the same order as the atoms: atom 1 (N): 0.016, atom 2 (C): -0.066, atom 3 (C): -0.156, atom 4 (C): -0.131, atom 5 (C): -0.414, atom 6 (N): -0.077, atom 7 (H): -0.005, atom 8 (H): -0.027, atom 9 (H): 0.086, atom 10 (H): 0.078, atom 11 (H): 0.080, atom 12 (H): 0.173, atom 13 (H): 0.135, atom 14 (H): 0.146, atom 15 (H): 0.106, atom 16 (H): 0.096, atom 17 (H): -0.005, atom 18 (H): -0.034

ii) The following is a quantum chemistry calculation of an isolated molecule of C4H12N2, from OMol25.

Results
SMILES string: NCCCCN
Gap between HOMO and LUMO: 10.2 eV
LUMO energy: 1.08 eV

XYZ file:
```
18
C4H12N2 | OMol25 | ωB97M-V/def2-TZVPD
N -2.05 0.76 0.38
C -1.48 -0.56 0.01
C -0.35 -0.43 -1.00
C 0.69 0.64 -0.65
C 1.39 0.49 0.68
N 2.20 -0.74 0.71
H -3.04 0.63 0.55
H -2.05 1.33 -0.46
H -1.09 -1.04 0.92
H -2.24 -1.21 -0.41
H -0.73 -0.22 -2.00
H 0.16 -1.40 -1.06
H 1.43 0.65 -1.44
H 0.24 1.63 -0.68
H 0.68 0.52 1.51
H 2.06 1.35 0.79
H 1.59 -1.53 0.53
H 2.61 -0.87 1.62
```

Charges in e, computed with Löwdin, in the same order as the atoms: atom 1 (N): -0.005, atom 2 (C): -0.288, atom 3 (C): -0.219, atom 4 (C): -0.229, atom 5 (C): -0.298, atom 6 (N): -0.004, atom 7 (H): 0.059, atom 8 (H): 0.058, atom 9 (H): 0.099, atom 10 (H): 0.101, atom 11 (H): 0.105, atom 12 (H): 0.103, atom 13 (H): 0.107, atom 14 (H): 0.101, atom 15 (H): 0.099, atom 16 (H): 0.108, atom 17 (H): 0.045, atom 18 (H): 0.060

Which structure is most stable? ii), by 0.1828 hartree over the runner-up.